Computed, not measured: a molecular structure, C14H15Cl3N6O2PZn in a non-equilibrium geometry, with the ωB97M-V functional and the def2-TZVPD basis.

```
! RIJCOSX wB97M-V def2-TZVPD def2/J DEFGRID3
* xyz 1 1
Zn -1.0901 1.1947 0.4439
C -1.4816 -4.0368 -1.0873
N -2.0714 -2.7265 -0.7069
C -3.4061 -2.3029 -0.5444
C -3.3950 -0.9983 -0.1175
N -2.0385 -0.5928 0.0232
C -1.2799 -1.6324 -0.3221
P 0.5901 -1.5795 -0.3372
C 1.0318 -0.6075 1.2538
N 0.2693 0.3274 1.8375
C 0.8257 0.6810 3.0817
C 1.9237 -0.0989 3.2511
N 2.1158 -0.8617 2.0559
C 3.2199 -1.7857 1.7970
C 0.7914 -0.1206 -1.3076
N 0.1515 1.0676 -1.0559
C 0.4067 1.9085 -2.1298
C 1.1000 1.1895 -3.0523
N 1.4844 -0.0595 -2.5323
C 2.5999 -0.9070 -3.0432
H -2.2383 -4.6641 -1.5195
H -0.7185 -3.9146 -1.8466
H -1.0248 -4.5808 -0.2014
H -4.2532 -3.0051 -0.6519
H -4.1799 -0.3204 0.2000
H 0.3995 1.4466 3.6720
H 2.5251 -0.1718 4.1774
H 3.8777 -1.9127 2.7021
H 2.8386 -2.7695 1.4331
H 3.7870 -1.3492 0.9817
H -0.0046 2.8859 -2.1936
H 1.4495 1.4830 -4.0874
H 2.6807 -0.8070 -4.1161
H 3.5582 -0.5728 -2.5980
H 2.3835 -1.9840 -2.7957
Cl -2.8491 4.3611 3.0973
C -1.9585 4.9764 1.7082
Cl -0.2598 5.4942 2.3857
Cl -2.6695 6.4163 1.0671
C -1.7774 3.9288 0.6108
O -2.0847 2.7292 0.9183
O -1.2290 4.2719 -0.4511
*
```

Computed properties:
F_max   3.282 eV/A
HOMO energy   -11.99 eV